(1)
Below is C13H23CuNO12S as an isolated structure at a distorted geometry, with properties calculated with ωB97M-V/def2-TZVPD.

```
! wB97M-V def2-TZVPD RIJCOSX def2/J DEFGRID3
* xyz -1 1
Cu -0.3142 -1.1711 0.2990
O -1.1220 -3.4449 0.4996
C -1.4371 -3.2527 1.8595
C -1.8728 -1.8041 2.4741
O -1.0799 -0.6967 2.4623
H -0.6302 -3.6247 2.4908
H -2.2208 -3.9966 2.0024
H -2.2513 -1.9391 3.4873
H -2.8160 -1.4859 2.0299
C 2.4501 -1.9550 1.9768
N 3.1981 -2.3191 0.7255
O 2.4841 -2.4364 -0.2858
O 4.4321 -2.5370 0.6715
H 3.1600 -1.5084 2.6731
H 1.8547 -2.7396 2.4437
H 1.9447 -1.0564 1.6231
O -1.4997 0.6049 -0.8392
C -2.2331 1.4655 -0.3398
O -2.1472 2.7149 -0.7101
C -3.0499 3.5622 -0.0197
C -4.1540 2.6348 0.3671
C -3.4015 1.3276 0.6443
H -3.3755 4.3837 -0.6579
H -2.5275 3.9990 0.8314
H -5.0275 2.4830 -0.2670
H -4.5641 2.9673 1.3206
H -3.9935 0.4658 0.3361
H -3.0853 1.2283 1.6827
O 1.4709 0.3096 -0.3688
C 1.9868 1.2262 0.2365
O 2.9097 0.9976 1.1749
C 3.4570 2.1839 1.7280
C 2.7087 3.3384 1.2078
C 1.8728 2.7631 0.0730
H 4.5056 2.2600 1.4405
H 3.3102 2.2171 2.8076
H 3.4282 4.0943 0.8931
H 2.1362 3.8869 1.9557
H 2.2470 2.8672 -0.9455
H 0.7996 2.9505 0.0375
C 0.3881 -1.4177 -4.6232
C 0.4686 -0.8332 -3.1721
O 0.0293 -1.8697 -2.3341
S -0.2780 -3.3354 -3.1238
O -1.5767 -3.9734 -2.7731
O 0.9543 -4.1261 -3.2312
O -0.4064 -2.5518 -4.5625
H 1.3912 -1.6879 -4.9531
H 0.0809 -0.6370 -5.3191
H -0.1113 0.0737 -3.0010
H 1.5064 -0.6059 -2.9286
*
```

Output
E_HOMO = -0.0918 Ha
E_LUMO = 2.22 eV
ΔE to the lowest compared entry with this formula, charge and spin = 271.6 kJ/mol


(2)
Below is C34H34Cl3N2O2SSi2Tl as an isolated structure, with properties calculated with ωB97M-V/def2-TZVPD.

```
! wB97M-V def2-TZVPD RIJCOSX def2/J DEFGRID3
* xyz -2 1
Tl -0.3546 0.6718 1.8190
C 2.1268 -1.6329 3.2317
Si 1.4222 0.1044 3.5535
C 1.2008 0.2232 5.4256
C 2.8830 1.2892 3.1454
C 3.9933 1.2725 4.0002
C 5.0721 2.1267 3.8298
C 5.0590 3.0413 2.7843
C 3.9763 3.0637 1.9184
C 2.8871 2.1960 2.0622
Si 1.5303 2.1497 0.7065
C 1.1583 3.9802 0.2989
C 2.5169 1.5502 -0.8147
H 2.9988 -1.8261 3.8663
H 2.4253 -1.7392 2.1859
H 1.3667 -2.3913 3.4338
H 2.0925 -0.1316 5.9543
H 0.3380 -0.3717 5.7274
H 1.0009 1.2524 5.7274
H 4.0097 0.5770 4.8345
H 5.9145 2.0862 4.5128
H 5.8890 3.7260 2.6423
H 3.9818 3.7756 1.0965
H 2.0109 4.4763 -0.1793
H 0.8988 4.5379 1.2022
H 0.3045 4.0477 -0.3822
H 3.3189 2.2528 -1.0713
H 1.8648 1.4236 -1.6815
H 2.9745 0.5810 -0.5975
Cl -0.8444 3.1978 4.4459
C -2.1456 2.8321 5.5963
Cl -3.5787 3.7989 5.1283
Cl -1.6136 3.3763 7.2187
C -2.5587 1.2599 5.6717
O -3.4721 1.0700 6.4785
O -1.9011 0.5294 4.9350
N -0.6188 0.3196 -1.5012
S -1.3779 1.1216 -2.5879
C -0.3519 1.4357 -4.0487
C 0.1740 0.3979 -4.8082
C 1.0747 0.6778 -5.8211
C 1.4532 1.9926 -6.0732
C 0.9329 3.0247 -5.3089
C 0.0312 2.7457 -4.2886
C -2.5746 0.0252 -3.4037
C -3.1976 0.3442 -4.6033
C -4.1476 -0.5179 -5.1283
C -4.4730 -1.6902 -4.4549
C -3.8509 -1.9957 -3.2536
C -2.9016 -1.1340 -2.7178
H -0.1968 -0.5423 -1.8492
H -0.1219 -0.6243 -4.6007
H 1.4918 -0.1295 -6.4100
H 2.1663 2.2068 -6.8596
H 1.2389 4.0470 -5.4912
H -0.3574 3.5401 -3.6625
H -2.9317 1.2526 -5.1316
H -4.6318 -0.2768 -6.0668
H -5.2135 -2.3631 -4.8692
H -4.1019 -2.9058 -2.7236
H -2.4100 -1.3448 -1.7718
C -2.3865 1.4692 1.5638
H -2.3339 2.5399 1.3649
H -2.9657 1.2918 2.4682
H -2.8535 0.9648 0.7160
N -1.3475 -9.0027 -1.9618
C -1.2340 -7.9358 -1.5416
C -1.0909 -6.6097 -1.0236
C 0.1695 -6.1217 -0.6675
C 0.3060 -4.8403 -0.1778
C -0.8078 -3.9939 -0.0259
C -2.0699 -4.5072 -0.3810
C -2.2113 -5.7879 -0.8707
C -0.6654 -2.6705 0.4566
C -0.5521 -1.5240 0.8755
H 1.0382 -6.7582 -0.7780
H 1.2797 -4.4611 0.1017
H -2.9358 -3.8710 -0.2528
H -3.1903 -6.1657 -1.1371
*
```

Output
E_HOMO = -0.0476 Ha
E_LUMO = 3.51 eV
ΔE to the lowest compared entry with this formula, charge and spin = 96.9 kJ/mol


(3)
Below is C15H13N7O3Pt as an isolated structure at a distorted geometry, with properties calculated with ωB97M-V/def2-TZVPD.

```
! wB97M-V def2-TZVPD RIJCOSX def2/J DEFGRID3
* xyz 0 3
Pt -1.7782 0.9994 -0.4300
O 3.7384 0.1262 0.0176
C 3.5433 1.2373 0.7657
C 4.5973 1.7428 1.5267
C 4.4439 2.8670 2.3150
C 3.2179 3.5112 2.3698
C 2.1681 3.0170 1.6196
C 2.2958 1.8901 0.8057
C 1.0668 1.4780 0.0669
O -0.0072 2.1171 0.3302
N 1.1744 0.5027 -0.8180
N -0.0032 0.1046 -1.3147
C -0.0806 -0.7952 -2.2241
C -1.2964 -1.3600 -2.7638
C -1.1445 -2.5294 -3.5299
C -2.2066 -3.1910 -4.0968
C -3.4918 -2.6716 -3.9247
C -3.6764 -1.5181 -3.2025
C -2.6062 -0.8247 -2.5940
O -2.9010 0.2861 -1.9573
H 4.6530 -0.1548 0.1247
H 5.5558 1.2341 1.4978
H 5.2867 3.2424 2.8813
H 3.0850 4.3875 2.9899
H 1.2018 3.5017 1.6363
H 0.8577 -1.1907 -2.6119
H -0.1415 -2.9220 -3.6575
H -2.0486 -4.0928 -4.6728
H -4.3466 -3.1725 -4.3616
H -4.6631 -1.0927 -3.0675
N -0.9213 -2.1072 3.5012
N -1.5573 -1.0157 2.9840
N -2.5155 -0.3916 3.6213
C -2.7677 0.6124 2.7981
N -1.9827 0.5718 1.7156
N -1.2062 -0.4921 1.8491
H -1.5644 -2.6540 4.0538
H -0.4820 -2.6289 2.7564
H -3.4971 1.3757 3.0006
*
```

Output
E_HOMO (spin up / spin down) = -0.2622 / -0.2736 Ha
E_LUMO (spin up / spin down) = 0.38 / -0.76 eV
ΔE to the lowest compared entry with this formula, charge and spin = 122.9 kJ/mol
<S²> = 2.010


(4)
Below is one molecule with the formula C19H19N3O3 at a distorted geometry, with properties calculated with ωB97M-V/def2-TZVPD.

```
! wB97M-V def2-TZVPD RIJCOSX def2/J DEFGRID3
* xyz 0 1
O 4.9730 -0.5330 1.6171
C 4.1198 -1.2814 2.0404
C 3.9386 -2.7240 1.5524
O 2.5797 -3.0413 1.3467
C 1.9454 -2.4966 0.2597
C 0.6194 -2.8885 0.0771
C -0.1012 -2.4220 -1.0027
C 0.4890 -1.5626 -1.9169
C 1.7965 -1.1565 -1.7247
C 2.5284 -1.6089 -0.6370
N 3.2105 -0.9431 2.9760
C 3.1295 0.3714 3.5645
C 1.7565 1.0177 3.3474
O 1.1532 1.5834 4.2219
N 1.3067 0.8593 2.0679
N 0.0913 1.2825 1.6883
C -0.2688 1.1166 0.4767
C -1.5652 1.5348 0.0457
C -1.9935 1.3619 -1.2171
C -3.2817 1.7357 -1.7604
C -4.2677 2.3834 -1.0095
C -5.4803 2.7174 -1.5782
C -5.7409 2.4148 -2.9058
C -4.7751 1.7736 -3.6644
C -3.5610 1.4391 -3.0987
H 4.2840 -3.4085 2.3331
H 4.5401 -2.8860 0.6515
H 0.1817 -3.5680 0.7909
H -1.1262 -2.7330 -1.1352
H -0.0686 -1.2135 -2.7726
H 2.2626 -0.4763 -2.4227
H 3.5431 -1.2652 -0.5099
H 2.5323 -1.6334 3.2638
H 3.3137 0.3295 4.6421
H 3.9084 0.9821 3.0959
H 1.9132 0.4110 1.3742
H 0.3933 0.6450 -0.2605
H -2.1773 1.9932 0.8064
H -1.3183 0.8894 -1.9213
H -4.0810 2.6283 0.0242
H -6.2304 3.2185 -0.9840
H -6.6909 2.6783 -3.3463
H -4.9709 1.5353 -4.6997
H -2.8111 0.9396 -3.6962
*
```

Output
SMILES = O=C(COc1ccccc1)NCC(=O)N/N=C/C=C/c1ccccc1
E_HOMO = -0.2966 Ha
E_LUMO = -0.01 eV
ΔE to the lowest compared entry with this formula, charge and spin = 279.8 kJ/mol


(5)
Below is a 2-piece molecular cluster, C13H17BS overall at a distorted geometry, with properties calculated with ωB97M-V/def2-TZVPD.

```
! wB97M-V def2-TZVPD RIJCOSX def2/J DEFGRID3
* xyz 0 1
B -0.6742 0.7484 -1.0098
C 4.5372 1.1287 0.0897
C 3.1148 1.3041 -0.1780
C 4.8449 -0.2061 0.0189
C 2.3828 0.1539 -0.2140
C -2.1672 0.7128 -1.5344
C -0.4991 1.5015 0.3497
C -2.6945 0.1437 0.8433
C -1.9154 -1.7070 -0.5406
C -0.3542 -0.7796 1.2853
C 0.1594 -0.4962 -1.1589
C -2.6838 -0.3264 -0.6379
C -1.1808 0.4675 1.2085
C -0.4153 -1.4672 -0.1084
S 3.4557 -1.2007 -0.1572
H 5.3431 1.8371 -0.0570
H 2.7589 2.2798 0.0097
H 5.8766 -0.5276 0.2204
H -2.7015 1.6005 -1.2269
H -2.2572 0.2462 -2.5767
H 0.5419 1.4201 0.7027
H -0.8484 2.6084 0.4554
H -3.2716 1.0351 0.9472
H -2.9387 -0.7347 1.5160
H -2.3383 -2.3264 0.1701
H -1.9279 -2.2235 -1.5602
H 0.6609 -0.5446 1.7530
H -0.8493 -1.5144 1.8960
H 0.7518 -0.9523 -1.8621
H -3.7493 -0.6801 -0.9810
H -1.0960 0.8668 2.3241
H 0.1345 -2.3675 0.0133
*
```

Output
E_HOMO = -0.3024 Ha
E_LUMO = -0.16 eV


(6)
Below is a 2-piece molecular cluster, C3H6NO3S overall at a distorted geometry, with properties calculated with ωB97M-V/def2-TZVPD.

```
! wB97M-V def2-TZVPD RIJCOSX def2/J DEFGRID3
* xyz -1 1
C -0.1968 0.4478 0.1221
C -1.0240 -0.5818 -0.6114
C 0.8271 0.0051 0.9334
N -0.5427 1.6980 -0.0900
O 4.8192 -1.3848 -0.5041
O 5.1721 1.0084 -1.0491
O 5.4164 0.2222 1.2857
S 4.8230 0.0083 -0.0384
H -0.5232 -0.8576 -1.5407
H -1.1554 -1.4795 -0.0104
H -1.9940 -0.1588 -0.8614
H 1.0570 -1.0402 1.0397
H 1.4620 0.7003 1.4593
H 0.0767 2.3399 0.4055
*
```

Output
E_HOMO (spin up / spin down) = -0.1916 / -0.1166 Ha
E_LUMO (spin up / spin down) = 3.47 / 1.74 eV
ΔE to the lowest compared entry with this formula, charge and spin = 354.8 kJ/mol


Copy entry 6 word for word.
Below is a 2-piece molecular cluster, C3H6NO3S overall at a distorted geometry, with properties calculated with ωB97M-V/def2-TZVPD.

```
! wB97M-V def2-TZVPD RIJCOSX def2/J DEFGRID3
* xyz -1 1
C -0.1968 0.4478 0.1221
C -1.0240 -0.5818 -0.6114
C 0.8271 0.0051 0.9334
N -0.5427 1.6980 -0.0900
O 4.8192 -1.3848 -0.5041
O 5.1721 1.0084 -1.0491
O 5.4164 0.2222 1.2857
S 4.8230 0.0083 -0.0384
H -0.5232 -0.8576 -1.5407
H -1.1554 -1.4795 -0.0104
H -1.9940 -0.1588 -0.8614
H 1.0570 -1.0402 1.0397
H 1.4620 0.7003 1.4593
H 0.0767 2.3399 0.4055
*
```

Output
E_HOMO (spin up / spin down) = -0.1916 / -0.1166 Ha
E_LUMO (spin up / spin down) = 3.47 / 1.74 eV
ΔE to the lowest compared entry with this formula, charge and spin = 354.8 kJ/mol